(1)
DFT (ωB97M-V with the def2-TZVPD basis set) results for C19H31BrN2O2S2SiTc as an isolated structure.

Element x y z (Å)
Tc -0.151 0.050 0.249
S -0.448 1.538 2.042
C 0.775 0.438 2.634
N 1.033 -0.535 1.772
C 2.051 -1.395 2.191
C 2.567 -2.493 1.516
C 3.581 -3.198 2.134
C 4.068 -2.821 3.391
C 3.557 -1.727 4.063
C 2.539 -1.010 3.443
S 1.718 0.420 4.040
H 2.185 -2.786 0.547
H 4.003 -4.062 1.640
H 4.858 -3.399 3.849
H 3.937 -1.440 5.034
O -3.390 -0.695 1.820
N -3.431 -0.995 0.779
O -1.685 -0.646 -0.064
C 4.607 0.808 0.899
C 5.038 0.666 -0.573
C 4.885 -0.819 -0.942
C 6.536 1.031 -0.671
Si 4.096 1.843 -1.743
Br 1.675 0.921 -1.244
C 3.812 3.627 -1.144
C 2.692 4.359 -1.904
C 3.470 3.704 0.354
C 5.130 4.404 -1.371
C 4.106 1.481 -3.611
C 5.474 1.958 -4.152
C 3.002 2.227 -4.381
C 3.960 -0.014 -3.944
H 5.095 0.015 1.471
H 3.529 0.698 1.037
H 4.915 1.753 1.340
H 5.366 -1.409 -0.158
H 5.376 -1.076 -1.874
H 3.842 -1.138 -1.002
H 7.094 0.375 0.001
H 6.743 2.056 -0.364
H 6.939 0.882 -1.673
H 1.742 3.824 -1.889
H 2.953 4.570 -2.935
H 2.532 5.322 -1.416
H 2.625 3.069 0.632
H 3.192 4.735 0.584
H 4.317 3.457 0.990
H 5.401 4.474 -2.424
H 5.972 3.984 -0.822
H 4.987 5.425 -1.008
H 5.628 3.029 -4.027
H 5.499 1.753 -5.225
H 6.315 1.429 -3.704
H 3.184 3.295 -4.441
H 2.003 2.067 -3.973
H 2.998 1.851 -5.406
H 4.843 -0.588 -3.683
H 3.835 -0.104 -5.025
H 3.089 -0.478 -3.478

The value obtained for the frontier orbital gap (alpha / beta) is 6.4 / 6.3 eV. The total charge is +2. Its spin multiplicity is 4. Its expectation value of S² is 3.791. For the energy, the calculation gives -129053.243 eV. The HOMO energy (alpha / beta) comes out at -14.81 / -14.98 eV.

(2)
DFT (ωB97M-V with the def2-TZVPD basis set) results for C19H31Cl2MgO13 as an isolated structure in a non-equilibrium geometry.

Element x y z (Å)
Mg -2.214 2.157 -0.945
C 0.329 0.388 0.247
O -0.624 1.430 -0.005
H 0.293 -0.313 -0.587
H 1.333 0.805 0.326
H 0.240 -0.128 1.203
C -4.199 -2.614 2.873
C -3.410 -2.228 1.685
C -4.167 -2.227 0.449
O -4.351 -0.864 0.054
C -3.585 -0.101 0.848
O -3.461 1.115 0.661
O -2.970 -0.896 1.754
H -4.225 -3.703 2.906
H -5.272 -2.438 2.796
H -3.765 -2.316 3.828
H -2.573 -2.922 1.609
H -5.067 -2.806 0.660
H -3.596 -2.873 -0.218
C 0.676 1.628 3.697
C 0.328 0.538 4.657
C -0.767 -0.347 4.181
O -0.378 -1.653 4.460
C 0.917 -1.629 4.771
O 1.542 -2.600 5.179
O 1.413 -0.389 4.795
H -0.051 2.029 2.991
H 1.467 1.199 3.081
H 1.200 2.431 4.215
H 0.076 0.887 5.659
H -1.058 -0.211 3.140
H -1.681 -0.076 4.710
C -0.496 -2.375 -5.506
C -1.558 -2.658 -4.342
C -1.455 -1.920 -2.993
O -2.738 -1.393 -2.938
C -3.426 -1.554 -4.113
O -4.592 -1.196 -4.373
O -2.815 -2.447 -4.903
H 0.482 -2.492 -5.040
H -0.657 -1.467 -6.089
H -0.612 -3.162 -6.251
H -1.403 -3.691 -4.031
H -0.649 -1.186 -2.986
H -1.205 -2.745 -2.326
C 1.868 5.653 -0.193
C 3.284 5.008 -0.325
C 3.525 3.619 0.242
O 3.886 2.841 -0.893
C 3.962 3.688 -1.958
O 4.410 3.408 -3.030
O 3.547 4.934 -1.644
H 1.243 4.963 -0.761
H 1.938 6.663 -0.596
H 1.665 5.680 0.877
H 3.965 5.609 0.277
H 2.718 3.070 0.728
H 4.396 3.647 0.896
Cl 5.327 -0.784 -2.638
C 4.040 -0.940 -1.407
C 2.846 -1.905 -1.760
Cl 3.547 -3.508 -2.290
H 3.584 0.045 -1.308
H 4.564 -1.337 -0.537
H 2.276 -1.389 -2.532
H 2.130 -1.953 -0.939

The value obtained for the frontier orbital gap is 5.7 eV. The total charge is +1. For the energy, the calculation gives -77304.078 eV. The HOMO energy comes out at -12.40 eV.

(3)
DFT (ωB97M-V with the def2-TZVPD basis set) results for C19H31ClI2P3Sc as an isolated structure in a non-equilibrium geometry.

Element x y z (Å)
I -0.767 -1.483 1.466
I -1.278 1.366 -1.067
Sc -2.949 -0.788 -0.220
P -1.920 -2.190 -2.102
C -0.509 -2.776 -3.054
C -2.639 -3.769 -1.555
H -2.847 -4.333 -2.470
H -3.177 -2.516 -4.082
H -3.560 -3.627 -0.973
H -4.000 -1.300 -3.037
H 0.198 -3.286 -2.389
H -1.904 -4.304 -0.942
C -3.036 -1.647 -3.431
H -0.926 -3.482 -3.787
H -2.561 -0.831 -3.989
H -0.019 -1.938 -3.565
P -2.187 1.277 1.927
C -0.582 2.007 2.444
C -3.155 2.811 1.707
H -3.743 0.166 3.370
H -2.972 1.560 4.199
H -2.085 0.004 4.003
C -2.800 0.694 3.546
H -4.145 2.527 1.336
H -3.249 3.317 2.676
H -0.792 2.723 3.253
H -0.095 2.531 1.613
H -2.678 3.472 0.976
H 0.101 1.232 2.811
Cl -5.198 -0.872 0.121
C 2.103 -1.005 -1.949
P 1.427 -0.076 -0.541
C 2.375 -0.788 0.878
C 2.627 -0.083 2.076
C 3.138 -0.744 3.194
C 3.301 -2.132 3.183
C 2.975 -2.862 2.034
C 2.532 -2.200 0.892
C 2.054 1.622 -0.915
C 1.808 2.076 -2.245
C 1.872 3.430 -2.557
C 2.206 4.360 -1.562
C 2.462 3.928 -0.261
C 2.392 2.574 0.065
H 1.917 -2.077 -1.845
H 3.187 -0.830 -1.981
H 1.659 -0.673 -2.893
H 2.399 0.979 2.180
H 3.372 -0.161 4.094
H 3.657 -2.642 4.081
H 3.060 -3.952 2.049
H 2.258 -2.807 0.031
H 1.507 1.383 -3.034
H 1.641 3.778 -3.570
H 2.248 5.424 -1.801
H 2.705 4.646 0.522
H 2.594 2.288 1.092

The value obtained for the frontier orbital gap (alpha / beta) is 5.9 / 5.0 eV. The total charge is +2. For the energy, the calculation gives -97484.654 eV. The HOMO energy (alpha / beta) comes out at -14.49 / -14.16 eV.

(4)
DFT (ωB97M-V with the def2-TZVPD basis set) results for C19H31F9IrOP2 as an isolated structure in a non-equilibrium geometry.

Element x y z (Å)
P 0.595 -2.157 -2.192
P 0.077 2.146 -1.179
C 0.100 0.680 -3.278
C 0.637 2.056 -2.939
H -0.941 0.596 -3.673
H 0.716 0.023 -3.886
H 1.745 2.096 -3.051
H 0.156 2.845 -3.537
C -1.591 2.802 -1.293
H -1.756 3.491 -0.459
H -2.326 1.979 -1.257
H -1.658 3.337 -2.250
C 1.376 3.107 -0.403
H 1.729 3.823 -1.161
H 2.217 2.468 -0.097
H 0.990 3.658 0.466
C -0.654 -3.418 -2.775
H -0.989 -4.117 -1.999
H -0.249 -3.981 -3.614
H -1.500 -2.790 -3.078
C 2.368 -2.131 -2.713
H 2.904 -1.357 -2.129
H 2.289 -1.851 -3.783
H 2.928 -3.084 -2.633
Ir -0.548 -0.293 -1.725
C 0.416 1.222 -5.701
C -0.923 1.344 -5.489
C -1.988 0.694 -6.296
C -1.685 -0.788 -6.565
C -1.019 -1.475 -5.393
C 0.306 -1.733 -5.343
C 1.391 -1.083 -6.192
C 1.082 0.329 -6.703
C 0.581 -2.573 -0.465
H 1.097 1.981 -5.276
H -1.286 2.090 -4.778
H -2.135 1.245 -7.238
H -2.943 0.768 -5.746
H -2.641 -1.288 -6.767
H -1.125 -0.902 -7.510
H -1.704 -2.000 -4.718
H 0.634 -2.694 -4.916
H 1.598 -1.723 -7.072
H 2.345 -1.073 -5.630
H 2.040 0.803 -6.967
H 0.539 0.288 -7.660
H 1.241 -1.886 0.060
H 0.871 -3.625 -0.424
H -0.470 -2.478 -0.122
F -1.023 2.737 1.599
C -1.195 1.668 2.413
F -0.771 2.053 3.647
F -2.529 1.422 2.459
C -0.431 0.440 1.795
O -0.669 0.428 0.461
C 1.090 0.561 2.294
F 1.308 0.177 3.588
F 1.879 -0.208 1.513
F 1.534 1.836 2.159
C -0.966 -0.844 2.553
F -1.284 -0.619 3.866
F -2.064 -1.294 1.922
F -0.049 -1.848 2.510

The value obtained for the frontier orbital gap (alpha / beta) is 4.5 / 5.5 eV. The total charge is +2. Its spin multiplicity is 6. Its expectation value of S² is 8.772. For the energy, the calculation gives -68101.569 eV. The HOMO energy (alpha / beta) comes out at -11.91 / -15.01 eV.

Q: What is the energy in the first record?
A: -129053.243 eV

Q: What is the total charge in the third record?
A: +2

Repeat the second record exactly.
DFT (ωB97M-V with the def2-TZVPD basis set) results for C19H31Cl2MgO13 as an isolated structure in a non-equilibrium geometry.

Element x y z (Å)
Mg -2.214 2.157 -0.945
C 0.329 0.388 0.247
O -0.624 1.430 -0.005
H 0.293 -0.313 -0.587
H 1.333 0.805 0.326
H 0.240 -0.128 1.203
C -4.199 -2.614 2.873
C -3.410 -2.228 1.685
C -4.167 -2.227 0.449
O -4.351 -0.864 0.054
C -3.585 -0.101 0.848
O -3.461 1.115 0.661
O -2.970 -0.896 1.754
H -4.225 -3.703 2.906
H -5.272 -2.438 2.796
H -3.765 -2.316 3.828
H -2.573 -2.922 1.609
H -5.067 -2.806 0.660
H -3.596 -2.873 -0.218
C 0.676 1.628 3.697
C 0.328 0.538 4.657
C -0.767 -0.347 4.181
O -0.378 -1.653 4.460
C 0.917 -1.629 4.771
O 1.542 -2.600 5.179
O 1.413 -0.389 4.795
H -0.051 2.029 2.991
H 1.467 1.199 3.081
H 1.200 2.431 4.215
H 0.076 0.887 5.659
H -1.058 -0.211 3.140
H -1.681 -0.076 4.710
C -0.496 -2.375 -5.506
C -1.558 -2.658 -4.342
C -1.455 -1.920 -2.993
O -2.738 -1.393 -2.938
C -3.426 -1.554 -4.113
O -4.592 -1.196 -4.373
O -2.815 -2.447 -4.903
H 0.482 -2.492 -5.040
H -0.657 -1.467 -6.089
H -0.612 -3.162 -6.251
H -1.403 -3.691 -4.031
H -0.649 -1.186 -2.986
H -1.205 -2.745 -2.326
C 1.868 5.653 -0.193
C 3.284 5.008 -0.325
C 3.525 3.619 0.242
O 3.886 2.841 -0.893
C 3.962 3.688 -1.958
O 4.410 3.408 -3.030
O 3.547 4.934 -1.644
H 1.243 4.963 -0.761
H 1.938 6.663 -0.596
H 1.665 5.680 0.877
H 3.965 5.609 0.277
H 2.718 3.070 0.728
H 4.396 3.647 0.896
Cl 5.327 -0.784 -2.638
C 4.040 -0.940 -1.407
C 2.846 -1.905 -1.760
Cl 3.547 -3.508 -2.290
H 3.584 0.045 -1.308
H 4.564 -1.337 -0.537
H 2.276 -1.389 -2.532
H 2.130 -1.953 -0.939

The value obtained for the frontier orbital gap is 5.7 eV. The total charge is +1. For the energy, the calculation gives -77304.078 eV. The HOMO energy comes out at -12.40 eV.